Record 1
Below is a single C21H37NO3 molecule, with properties calculated with ωB97M-V with the def2-TZVPD basis set.

For the HOMO energy, the calculation gives -0.321 hartree. As for the total energy: -1102.8016 Eh. The HOMO-LUMO gap comes out at 0.3446 Eh.

```
! wB97M-V def2-TZVPD RIJCOSX def2/J DEFGRID3
* xyz 0 1
C -3.51072 2.12049 -2.19925
C -2.24156 2.03860 -1.33860
C -2.31103 3.17641 -0.30357
C -2.27111 0.70160 -0.59038
C -1.04632 2.21647 -2.31123
C 0.40498 1.85020 -1.92081
C 0.77862 2.36542 -0.51932
C 1.31866 2.56912 -2.93385
C 0.71809 0.35610 -2.03221
C -0.13240 -0.58422 -2.60628
C 0.20503 -1.92902 -2.67900
C 1.41192 -2.36752 -2.18577
O 1.73716 -3.70090 -2.26694
C 1.90199 -4.33024 -0.99825
C 0.59122 -4.46621 -0.21938
O 0.76949 -4.02811 1.11543
C -0.28607 -3.24525 1.64774
C -0.02434 -1.75565 1.47052
C 0.81974 -1.14867 2.56887
O 0.02989 -1.04509 3.73715
C 0.64151 -0.32623 4.78927
C 0.25846 1.16004 4.78115
N 1.35172 2.10269 4.48989
C 2.29936 -1.44526 -1.64714
C 1.94577 -0.11168 -1.57404
H -4.40172 1.97413 -1.58681
H -3.50261 1.35221 -2.97480
H -3.58361 3.09399 -2.68849
H -3.34220 3.28343 0.04084
H -1.98525 4.13067 -0.71716
H -1.71736 2.95143 0.58216
H -1.30336 0.41426 -0.18903
H -2.60865 -0.10819 -1.23882
H -2.98328 0.76734 0.23602
H -1.02912 3.27649 -2.58070
H -1.28111 1.68875 -3.23777
H 1.85787 2.52231 -0.45467
H 0.51894 1.65328 0.26552
H 0.30939 3.32306 -0.31232
H 1.09917 2.24569 -3.95129
H 2.36622 2.35778 -2.71729
H 1.17197 3.64877 -2.85925
H -1.09197 -0.28448 -3.00055
H -0.47336 -2.64828 -3.11918
H 2.61501 -3.78154 -0.37821
H 2.32810 -5.30996 -1.20589
H -0.19317 -3.88465 -0.70806
H 0.27336 -5.51352 -0.21407
H -1.24160 -3.51660 1.18917
H -0.36913 -3.48783 2.70910
H -0.96708 -1.20760 1.41399
H 0.48951 -1.59183 0.51917
H 1.18707 -0.16135 2.25857
H 1.69621 -1.78069 2.76386
H 1.73240 -0.42232 4.72604
H 0.33760 -0.79892 5.72383
H -0.51928 1.27669 4.02572
H -0.19047 1.42432 5.74078
H 1.26051 2.48228 3.55837
H 2.25209 1.64450 4.53143
H 3.26710 -1.76433 -1.28226
H 2.66176 0.57764 -1.14195
*
```

natural (NBO) atomic charge list, values in e, 8 entries:
1. C -0.5956
2. C -0.0557
3. C -0.6086
4. C -0.6108
5. C -0.3882
6. C -0.0500
7. C -0.6187
8. C -0.5916


Record 2
Below is a single C25H15N5 molecule, with properties calculated with ωB97M-V with the def2-TZVPD basis set.

For the HOMO energy, the calculation gives -0.268 hartree. As for the total energy: -1235.4103 Eh. The HOMO-LUMO gap comes out at 0.2239 Eh.

```
! wB97M-V def2-TZVPD RIJCOSX def2/J DEFGRID3
* xyz 0 1
N 2.13389 -2.28544 -1.94058
C 2.43451 -2.94454 -0.79466
N 3.05099 -4.08226 -0.86642
C 3.53765 -4.79104 0.16873
N 3.10157 -4.46871 1.38784
C 2.42119 -3.29513 1.48752
N 2.18874 -2.68069 2.74096
C 1.72943 -1.49513 2.37137
N 1.57093 -1.35488 1.05735
C 0.91166 -0.25729 0.60354
C 1.53952 0.57900 -0.37152
C 2.91706 0.57057 -0.45698
C 3.53158 1.35072 -1.45861
C 2.85696 2.28944 -2.18567
C 1.52133 2.41238 -1.88799
C 0.77909 1.56213 -1.07639
C -0.59476 1.68424 -0.90224
C -1.44204 2.58832 -1.62288
C -2.80304 2.76056 -1.34579
C -3.44851 2.16550 -0.36154
C -4.78244 2.30528 -0.19742
C -5.42672 1.48735 0.82219
C -4.58156 0.69634 1.64963
C -3.20074 0.46505 1.47080
C -2.53807 -0.37037 2.26762
C -1.26277 -0.59004 1.94362
C -0.52732 0.09477 0.93033
C -1.20771 1.02702 0.15355
C -2.63948 1.19561 0.35949
C 2.05446 -2.47501 0.41696
H 1.23151 -1.81464 -1.90498
H 2.37032 -2.66771 -2.81051
H 4.06753 -5.77601 0.05230
H 1.49075 -0.73782 3.05747
H 3.47608 -0.00671 0.20721
H 4.54846 1.51864 -1.65985
H 3.41478 2.95490 -2.88173
H 1.11955 3.28147 -2.47302
H -1.08632 3.24114 -2.38865
H -3.39200 3.55297 -1.93790
H -5.36371 2.88274 -0.85865
H -6.48024 1.43549 1.07278
H -5.19693 0.24784 2.41651
H -3.03070 -0.79767 3.10600
H -0.99447 -1.45838 2.64022
*
```

natural (NBO) atomic charge list, values in e, 8 entries:
1. N -0.7856
2. C 0.4061
3. N -0.5238
4. C 0.2544
5. N -0.4581
6. C 0.3311
7. N -0.4381
8. C 0.2386


Number 1: M 351.53 u. Number 2: M 385.43 u.